*one*
Computed, not measured: an isolated ion of composition C3HO3 and charge -1, with ωB97M-V with the def2-TZVPD basis set.

Structure (ORCA input):
```
! RIJCOSX wB97M-V def2-TZVPD def2/J DEFGRID3
* xyz -1 1
O -0.973 -1.057 -0.010
H -0.470 0.603 -1.366
C 0.084 -1.072 0.809
O 0.689 -1.894 1.466
C -0.374 0.199 0.589
O 0.868 2.117 -0.886
C 0.176 1.105 -0.603
*
```

Output
- E_HOMO (eV) = -3.36
- molecular weight (g/mol) = 85.038
- SMILES string = O=C1O/C1=C/[O-]


*two*
Computed, not measured: an isolated ion of composition C3HO3 and charge -1, with ωB97M-V with the def2-TZVPD basis set.

Structure (ORCA input):
```
! RIJCOSX wB97M-V def2-TZVPD def2/J DEFGRID3
* xyz -1 1
H -1.903 -0.168 -0.030
O -1.322 0.856 1.696
C -1.121 0.224 0.554
O 1.530 0.397 0.274
C 1.087 -0.430 -0.769
C 0.092 0.020 0.013
O 1.636 -0.898 -1.739
*
```

Output
- E_HOMO (eV) = -3.18
- molecular weight (g/mol) = 85.038
- SMILES string = O=CC1=C([O-])O1


Most stable: *two* (next structure +65.7 kJ/mol)


*one*
Computed, not measured: a 2-piece molecular cluster, C3H9N4 overall, with ωB97M-V with the def2-TZVPD basis set.

Structure (ORCA input):
```
! RIJCOSX wB97M-V def2-TZVPD def2/J DEFGRID3
* xyz 1 3
H -1.226 3.201 -0.222
N 1.746 -1.473 1.828
H 0.535 -2.153 -1.783
H -0.967 -2.562 -1.049
C -0.079 0.281 0.246
N -0.478 -0.459 -0.743
N -0.407 1.515 0.385
C -1.063 2.290 -0.673
C -0.168 -1.882 -0.927
H -0.501 2.599 -1.477
H -1.900 1.845 -0.995
H -0.957 -0.114 -1.630
H 0.474 -2.361 -0.131
N 2.347 -1.113 2.712
H -0.565 1.788 1.327
H 3.208 -1.402 3.132
*
```

Output
- <S²> = 2.01
- E_HOMO (spin up / spin down) (eV) = -11.01 / -15.13
- molecular weight (g/mol) = 101.133


*two*
Computed, not measured: an isolated ion of composition C3H9N4 and charge +1, with ωB97M-V with the def2-TZVPD basis set.

Structure (ORCA input):
```
! RIJCOSX wB97M-V def2-TZVPD def2/J DEFGRID3
* xyz 1 3
H -0.983 2.309 0.311
C 0.412 -1.454 -0.514
H 0.506 1.636 1.981
H 0.341 -2.423 -1.010
H -0.986 -1.651 1.168
H 1.915 -1.096 -1.795
N -0.658 0.402 0.719
H -1.001 1.210 -1.003
H 0.211 -0.064 2.478
C -0.837 -1.005 0.379
N 0.990 0.658 -1.265
C 0.076 0.655 1.760
N -1.213 1.372 -0.017
N 1.134 -0.607 -1.230
H 1.776 1.089 -1.735
H -1.684 -1.032 -0.226
*
```

Output
- <S²> = 2.01
- E_HOMO (spin up / spin down) (eV) = -10.19 / -14.53
- molecular weight (g/mol) = 101.133


Most stable: *one* (next structure +123.7 kJ/mol)


*one*
Computed, not measured: one molecule with the formula C3H6O3S, with ωB97M-V with the def2-TZVPD basis set.

Structure (ORCA input):
```
! RIJCOSX wB97M-V def2-TZVPD def2/J DEFGRID3
* xyz 0 1
C 1.640 -0.333 -0.739
H -1.323 2.326 0.107
H 1.770 -1.299 -1.071
C -1.348 0.500 0.299
O -0.683 1.699 0.254
H 1.186 0.208 1.353
H 2.576 0.065 -0.431
C 0.828 -0.587 0.651
H 1.087 0.231 -1.350
S -2.944 0.334 -0.201
H 1.204 -1.468 0.981
O -3.463 -1.032 -0.360
O -0.529 -0.645 0.506
*
```

Output
- E_HOMO (eV) = -8.52
- molecular weight (g/mol) = 122.145


*two*
Computed, not measured: one molecule with the formula C3H6O3S, with ωB97M-V with the def2-TZVPD basis set.

Structure (ORCA input):
```
! RIJCOSX wB97M-V def2-TZVPD def2/J DEFGRID3
* xyz 0 1
O -0.587 1.500 1.142
S 0.006 0.867 -0.020
C -0.429 -0.901 0.137
H -0.256 -1.329 1.081
H 2.217 0.170 0.787
H 2.008 0.496 -0.937
C 1.804 0.886 0.074
C -1.885 -1.127 -0.321
O -2.596 -1.926 0.273
O -0.394 1.338 -1.310
H 0.210 -1.550 -0.412
H 2.104 1.816 0.344
H -2.203 -0.240 -0.838
*
```

Output
- E_HOMO (eV) = -10.35
- molecular weight (g/mol) = 122.145
- SMILES string = CS(=O)(=O)CC=O


*three*
Computed, not measured: one molecule with the formula C3H6O3S, with ωB97M-V with the def2-TZVPD basis set.

Structure (ORCA input):
```
! RIJCOSX wB97M-V def2-TZVPD def2/J DEFGRID3
* xyz 0 1
C 1.741 -0.637 -0.289
C -2.149 1.303 -0.852
O 0.765 -1.119 -1.041
C 0.998 -0.204 1.120
O -1.952 -0.845 0.637
H 2.490 -1.384 0.139
O -0.093 0.732 0.895
H 2.130 0.237 -0.787
H 0.392 -1.130 1.360
H -1.789 1.982 -1.627
S -1.145 0.041 -0.139
H -3.083 0.861 -1.272
H 1.696 0.162 1.858
*
```

Output
- E_HOMO (spin up / spin down) (eV) = -9.36 / -9.19
- molecular weight (g/mol) = 122.145


Most stable: *two* (next structure +101.1 kJ/mol)


*one*
Computed, not measured: C5H15N2O2 as an isolated structure, with ωB97M-V with the def2-TZVPD basis set.

Structure (ORCA input):
```
! RIJCOSX wB97M-V def2-TZVPD def2/J DEFGRID3
* xyz -1 1
C -1.685 0.677 1.208
C -0.423 -0.289 1.293
O -1.557 1.923 -1.588
H 0.336 2.248 -0.213
H -0.492 -2.447 -0.830
N 1.326 2.118 -0.056
H -0.866 -1.271 1.244
H -2.051 1.172 -0.787
H 1.023 -3.127 -1.316
H 0.425 -3.470 0.359
H -2.339 0.343 2.025
H 2.331 0.443 -0.768
N 1.294 -1.607 0.099
O -2.438 0.351 0.032
H -0.184 -0.388 -0.866
H 2.233 0.707 0.961
H -2.157 1.963 -2.339
H 2.096 -1.451 -0.487
C 0.512 -2.762 -0.453
C 1.632 0.670 0.040
H 0.148 0.183 2.067
H 1.736 2.594 -0.850
C 0.437 -0.318 0.034
H -1.338 1.738 1.191
*
```

Output
- E_HOMO (eV) = -3.84
- molecular weight (g/mol) = 135.187


*two*
Computed, not measured: a 2-piece molecular cluster, C5H15N2O2 overall, with ωB97M-V with the def2-TZVPD basis set.

Structure (ORCA input):
```
! RIJCOSX wB97M-V def2-TZVPD def2/J DEFGRID3
* xyz -1 1
C -0.433 -1.761 0.879
C 0.979 -0.988 1.285
N -1.402 -0.766 0.513
H 0.832 -0.047 1.887
C 1.339 1.602 -0.535
H -0.946 0.101 0.139
H -2.216 -1.127 -1.527
H -0.706 2.154 -0.639
C 2.292 0.467 -0.382
H -3.507 -0.611 -0.418
H -1.942 3.057 -0.930
H -0.080 -2.424 0.015
H 1.045 -1.311 -0.707
H -2.812 -2.245 0.031
H 2.979 0.674 0.447
H -0.708 -2.287 1.740
O -1.191 3.168 -0.424
H 1.534 -1.641 1.888
N 1.652 -0.792 0.034
O 0.087 1.144 -0.929
H 2.899 0.324 -1.336
H 1.523 2.486 -1.152
C -2.478 -1.231 -0.401
H 1.257 2.054 0.523
*
```

Output
- E_HOMO (eV) = -3.86
- molecular weight (g/mol) = 135.187


Most stable: *one* (next structure +71.7 kJ/mol)